Record 1
Density functional theory data (ωB97M-V/def2-TZVPD) for 5 unconnected molecules or ions with the total composition C31H68BFN4O5 in a non-equilibrium geometry.

Structure (XYZ):
```
110
Properties=species:S:1:pos:R:3:forces:R:3:lowdin_charge:R:1
C 1.46920 3.09084 0.85278 0.5 -0.2 -0.6 -0.0333
O 0.39674 2.70076 1.71312 0.2 1.0 -0.4 0.0174
B -0.54203 3.69269 1.87596 0.2 -0.3 0.4 -0.5949
O -0.61843 4.28200 3.12080 -0.7 -0.8 -0.2 0.1833
C -1.45691 4.15439 0.65955 -0.1 -0.3 0.3 0.0849
C -1.29981 5.14218 -0.21351 0.1 -0.3 -0.1 -0.0671
C -0.21372 6.16974 -0.30545 -0.4 1.0 -0.4 -0.0866
C 0.01889 6.88582 1.04341 -0.8 -1.5 0.3 -0.1972
F 0.29655 8.21502 0.89391 0.4 0.1 -0.2 -0.0179
C -2.46755 5.07752 -1.18780 1.9 -1.0 3.0 -0.4175
O -2.58240 5.77361 -2.09717 -1.1 2.0 -3.3 0.2235
O -3.30949 4.08300 -0.79576 -0.1 -0.1 -0.3 0.1405
C -2.74195 3.45410 0.30027 2.0 2.8 -1.1 -0.4081
O -3.23978 2.55553 0.81637 -1.8 -3.1 1.7 0.2280
H 1.25665 4.00151 0.27524 -0.1 -0.2 0.2 0.0717
H 1.69044 2.30766 0.11700 -0.1 0.0 0.3 0.0963
H 2.37009 3.28778 1.44542 -0.2 -0.1 0.0 0.1058
H -1.50732 4.18461 3.49516 0.2 0.6 0.0 0.1267
H 0.70739 5.76864 -0.74242 -0.1 -0.1 0.2 0.1229
H -0.54274 6.94665 -1.01157 0.0 -0.2 0.1 0.1294
H -0.90337 6.78321 1.63100 0.1 0.3 -0.1 0.1270
H 0.78663 6.35188 1.62059 0.2 0.6 -0.1 0.1243
C -0.22034 -0.52829 1.02708 0.0 0.0 0.0 -0.0773
C -0.61332 -1.56675 -0.01206 0.1 0.0 0.2 -0.2638
N 0.15642 -1.47607 -1.24022 0.0 0.1 -0.3 -0.1944
C -0.38862 -2.28199 -2.32222 -0.2 0.0 -0.1 -0.2485
C -0.39558 -3.80475 -2.15118 0.0 -0.1 -0.2 -0.0848
C 1.60109 -1.52702 -1.08761 0.2 0.2 0.2 -0.2452
C 2.20846 -2.76205 -0.41267 0.2 0.0 0.0 -0.0807
H -0.29509 0.48156 0.62207 0.0 0.0 0.0 0.0689
H -0.89004 -0.59388 1.88691 0.0 0.0 0.0 0.0800
H 0.79448 -0.68067 1.39628 0.0 0.0 0.0 0.0518
H -1.66837 -1.40786 -0.25251 0.0 -0.1 -0.2 0.1194
H -0.54622 -2.56592 0.44527 0.0 0.0 0.1 0.1012
H 0.13931 -2.03369 -3.24791 0.1 0.0 0.1 0.1113
H -1.42015 -1.95536 -2.48984 0.0 0.0 0.1 0.1088
H 0.59656 -4.23391 -2.28878 0.0 0.0 0.1 0.0490
H -1.03890 -4.25456 -2.91140 0.0 0.0 0.0 0.0710
H -0.78132 -4.11145 -1.17836 0.0 0.0 0.0 0.0667
H 1.91535 -0.64366 -0.52343 -0.1 0.0 0.1 0.0956
H 2.06371 -1.39577 -2.07012 -0.2 -0.1 -0.1 0.1100
H 1.65327 -3.06784 0.47561 0.0 0.0 0.0 0.0694
H 3.23029 -2.53907 -0.09519 0.0 0.0 0.0 0.0702
H 2.26340 -3.61017 -1.09490 -0.1 -0.1 0.1 0.0448
C 5.55592 -2.25216 -2.72097 -0.1 0.0 0.0 -0.0891
C 6.43129 -3.34093 -3.32208 -0.2 0.1 -0.1 -0.2740
N 6.55079 -4.51696 -2.47978 0.2 -0.2 0.1 -0.1975
C 7.58567 -5.43837 -2.92321 0.2 0.0 0.0 -0.2507
C 7.40191 -6.12707 -4.27969 0.1 -0.2 0.0 -0.0885
C 5.29845 -5.13012 -2.06580 -0.2 0.1 0.1 -0.2434
C 4.33659 -5.60974 -3.15941 -0.1 -0.1 0.0 -0.0803
H 5.91377 -1.96019 -1.73180 0.0 -0.1 0.0 0.0817
H 5.57592 -1.36661 -3.35895 0.0 0.0 0.0 0.0743
H 4.51367 -2.56629 -2.63566 0.0 0.0 0.0 0.0501
H 7.42909 -2.91785 -3.46890 0.1 -0.2 0.0 0.1179
H 6.04770 -3.58643 -4.32424 0.0 0.1 -0.1 0.1004
H 7.72873 -6.20430 -2.15532 -0.1 0.0 0.0 0.1113
H 8.53061 -4.88578 -2.94946 -0.1 0.1 0.0 0.1086
H 6.66480 -6.92778 -4.23254 -0.1 0.1 0.0 0.0544
H 8.34442 -6.58747 -4.58601 0.0 0.0 0.0 0.0700
H 7.11358 -5.42739 -5.06493 0.0 0.0 0.0 0.0656
H 4.76373 -4.41576 -1.43327 0.1 0.1 -0.1 0.0861
H 5.52085 -5.96616 -1.39722 0.2 0.0 -0.1 0.1161
H 4.23520 -4.88669 -3.97065 0.0 0.0 0.0 0.0683
H 3.34194 -5.75815 -2.73116 0.0 0.0 0.0 0.0642
H 4.64606 -6.56342 -3.58445 0.0 0.1 -0.1 0.0542
C -6.25335 4.80591 -1.65218 -0.1 0.0 0.0 -0.0878
C -7.46455 4.13106 -2.27785 0.1 0.1 0.2 -0.2711
N -7.11639 3.09918 -3.23725 0.0 -0.1 -0.3 -0.1964
C -8.24961 2.63925 -4.02420 -0.1 0.1 -0.1 -0.2521
C -9.38782 1.91861 -3.29354 -0.1 -0.1 -0.1 -0.0897
C -6.22439 2.05831 -2.75061 0.3 0.0 0.1 -0.2412
C -6.67327 1.23656 -1.53665 0.1 -0.2 0.0 -0.0797
H -5.59468 5.22223 -2.41674 0.0 -0.1 0.0 0.0812
H -6.57969 5.62547 -1.00786 0.0 0.0 0.0 0.0774
H -5.67859 4.11932 -1.03491 0.0 0.0 0.0 0.0457
H -8.04329 4.90269 -2.79395 -0.1 -0.2 -0.1 0.1171
H -8.10891 3.74721 -1.47185 0.0 0.1 0.0 0.0997
H -7.88244 1.99404 -4.82797 0.1 0.0 0.1 0.1105
H -8.67328 3.51099 -4.53384 0.1 0.1 0.1 0.1080
H -9.11772 0.89738 -3.02740 0.0 0.0 0.1 0.0537
H -10.25845 1.85065 -3.95076 0.0 0.0 0.0 0.0690
H -9.70286 2.44672 -2.39294 0.0 0.0 0.0 0.0651
H -5.26280 2.52090 -2.51017 -0.1 0.1 0.0 0.0959
H -5.99610 1.37730 -3.57535 -0.2 0.1 -0.1 0.1145
H -7.10791 1.85761 -0.75180 0.0 0.0 0.0 0.0681
H -5.81071 0.72453 -1.10372 0.0 0.0 0.0 0.0698
H -7.39658 0.46906 -1.80957 -0.1 0.1 0.1 0.0529
C 3.25589 -1.21602 7.56645 0.0 0.0 0.0 -0.0927
C 2.55520 -0.28169 6.59062 0.0 -0.1 0.2 -0.2768
N 2.13708 -0.93113 5.36168 0.1 0.0 -0.3 -0.1957
C 1.71318 0.00546 4.33156 0.1 0.2 -0.1 -0.2392
C 0.46421 0.85168 4.59642 -0.1 0.1 -0.2 -0.0704
C 1.29990 -2.10934 5.51848 0.0 -0.2 0.2 -0.2465
C -0.02782 -1.95246 6.26919 -0.1 -0.1 0.0 -0.0834
H 4.11425 -1.70087 7.09805 -0.1 0.0 0.0 0.0791
H 3.61818 -0.64738 8.42475 0.0 0.0 0.0 0.0718
H 2.58659 -1.98788 7.94995 0.0 0.0 0.0 0.0634
H 3.25996 0.51510 6.33628 -0.1 0.0 -0.2 0.1171
H 1.71348 0.20171 7.10980 0.0 0.1 0.1 0.0995
H 1.57706 -0.54012 3.39516 0.0 -0.1 0.1 0.0885
H 2.54893 0.68782 4.14097 0.0 0.0 0.1 0.1126
H -0.45106 0.26913 4.48826 0.0 0.0 0.1 0.0569
H 0.40811 1.65989 3.86423 0.1 -0.1 0.1 0.0486
H 0.47694 1.31073 5.58620 0.0 -0.1 0.0 0.0710
H 1.88828 -2.87880 6.02620 0.0 0.1 0.0 0.0998
H 1.10048 -2.53278 4.52992 0.0 0.2 -0.1 0.1130
H 0.07457 -1.35132 7.17412 0.0 0.0 0.0 0.0669
H -0.39359 -2.93615 6.57321 0.0 0.0 0.0 0.0711
H -0.79860 -1.50491 5.64338 0.0 0.1 0.1 0.0529
```
Positions in Å, forces in eV/Å.

Results
orbital gap	0.2655	Ha
SMILES	COB(O)C1=C(CCF)C(=O)OC1=O.CCN(CC)CC.CCN(CC)CC.CCN(CC)CC.CCN(CC)CC
F_max	3.98	eV/A
highest occupied orbital energy	-7.913	eV

Record 2
Density functional theory data (ωB97M-V/def2-TZVPD) for a molecular structure, C17H24AsN3ORhS4.

Structure (XYZ):
```
51
Properties=species:S:1:pos:R:3:forces:R:3:lowdin_charge:R:1
Rh 0.95412 0.82946 2.13964 0.1 -0.4 0.2 0.4826
C -2.18492 3.75236 0.78471 0.0 0.0 0.0 -0.0663
N -1.26523 4.11463 1.86604 0.0 0.0 0.0 -0.0045
C -0.71077 3.26648 2.71260 0.0 -0.2 0.1 -0.7133
S -1.10956 1.53579 2.60816 0.0 0.3 -0.2 0.7349
N 0.14203 3.68854 3.62411 -0.1 0.0 0.0 -0.0201
C 0.66661 5.04359 3.69631 0.0 0.0 0.0 -0.0338
H -2.46112 4.66975 0.27331 0.0 0.0 0.0 0.0973
H -3.07994 3.28249 1.18376 0.0 0.0 0.0 0.0874
H -1.70151 3.07377 0.08472 0.0 0.0 0.0 0.0654
H -1.00053 5.08615 1.93517 0.0 0.0 0.0 0.1365
H 0.56129 2.97654 4.20337 0.0 0.0 0.0 0.1111
H -0.11740 5.75012 3.97440 0.0 0.0 0.0 0.1001
H 1.11391 5.33156 2.74175 0.0 0.0 0.0 0.0990
H 1.44270 5.07040 4.45420 0.0 0.0 0.0 0.1021
C -3.29311 -4.48162 -4.25497 0.1 0.0 0.0 -0.0505
C -3.14417 -5.86529 -3.67816 -0.1 0.1 0.0 -0.7176
O -2.89807 -6.84040 -4.32000 -0.1 -0.1 0.0 0.0459
S -3.51281 -6.06271 -1.89818 0.2 -0.1 0.0 1.0110
C -2.65786 -4.67498 -1.19967 -0.1 0.1 0.0 -0.5492
C -1.30125 -4.47305 -1.44247 0.0 0.0 0.0 -0.0915
C -0.63692 -3.41635 -0.84904 0.0 0.0 0.0 -0.0336
C -1.30995 -2.55457 0.01994 0.1 0.1 0.1 -0.2535
C -2.66282 -2.77434 0.27966 0.0 0.0 0.0 -0.0216
C -3.33114 -3.82036 -0.33113 0.0 0.0 -0.1 -0.0837
C -0.61972 -1.46329 0.65129 0.0 0.0 0.0 -0.1171
C -0.03230 -0.54487 1.18592 -0.1 -0.1 -0.1 -0.2940
H -3.09828 -4.52194 -5.32342 0.0 0.0 0.0 0.0882
H -2.60820 -3.78412 -3.77525 0.0 0.0 0.0 0.0704
H -4.30760 -4.12949 -4.06777 0.0 0.0 0.0 0.0903
H -0.76208 -5.15848 -2.08433 0.0 0.0 0.0 0.1197
H 0.41990 -3.27455 -1.03494 0.0 0.0 0.0 0.1094
H -3.18921 -2.11584 0.95714 0.0 0.0 0.0 0.1193
H -4.38397 -3.97646 -0.13834 0.0 0.0 0.0 0.1093
S 4.49319 3.51222 2.39646 0.0 0.0 0.0 0.6103
C 3.34127 2.50834 2.85244 0.2 0.0 -0.1 -1.0372
N 2.49140 1.73978 3.15958 -0.1 0.1 0.1 -0.1270
C 1.74419 -0.25814 -1.94716 0.0 0.0 -0.1 -0.2218
As 2.66052 0.87909 -0.71704 -0.1 0.1 0.0 0.8182
C 3.86139 2.03219 -1.65648 0.0 0.0 0.0 -0.2284
C 3.67581 -0.21131 0.48330 0.0 0.0 0.1 -0.2276
S 1.27071 2.15583 0.33432 -0.1 0.0 0.0 0.3114
H 2.46757 -0.87421 -2.48032 0.0 0.0 0.0 0.0551
H 1.18921 0.36408 -2.64677 0.0 0.0 0.0 0.0533
H 1.05271 -0.87209 -1.37357 0.0 0.0 0.0 0.0056
H 4.52285 1.43269 -2.28061 0.0 0.0 0.0 0.0540
H 4.43187 2.59034 -0.91522 0.0 0.0 0.0 0.0350
H 3.28499 2.71589 -2.27692 0.0 0.0 0.0 0.0496
H 4.35296 -0.82509 -0.11076 0.0 0.0 0.0 0.0573
H 3.00093 -0.86087 1.04259 0.0 0.0 0.0 0.0335
H 4.23829 0.43235 1.15763 0.0 0.0 0.0 0.0291
```
Positions in Å, forces in eV/Å.

Results
orbital gap	0.2065	Ha
energy above the lowest of the compared OMol25 structures with the same formula, charge and spin	11.47	kcal per mole
F_max	0.44	eV/A
total charge	+1
highest occupied orbital energy	-10.485	eV